This record from OMol25 describes C9H13NO2Zn as an isolated structure. The level of theory is wB97M-V/def2-TZVPD.

Geometry as ORCA input:
```
! RIJCOSX wB97M-V def2-TZVPD def2/J DEFGRID3
* xyz -2 1
C -0.85226 1.03574 -1.97170
C 0.53587 0.83976 -2.24088
C 1.28790 1.61144 -1.29089
C 0.34822 2.29447 -0.45074
C -0.96620 1.94070 -0.87804
Zn 0.30748 -0.11525 -0.01780
N -1.60714 -0.87799 0.57403
C -0.08132 -2.38390 -0.09268
C 0.96396 -1.89448 -0.90241
H 2.38298 1.72746 -1.27181
H 0.96387 0.21962 -3.04300
H 0.60616 3.04075 0.31503
H -1.90181 2.34500 -0.46848
H -1.68170 0.59684 -2.54301
H 0.87656 -1.95106 -1.99281
H -0.93070 -2.89936 -0.56566
H -2.53176 -1.11945 0.97064
H 1.98069 -1.79612 -0.48886
H 0.16753 -2.71060 0.93171
C 1.39311 0.37170 4.00354
C 1.20316 -0.13765 2.60633
O 1.72021 -1.25184 2.25563
O 0.49831 0.66264 1.92457
H 2.03014 -0.28288 4.58522
H 0.42530 0.48182 4.49158
H 1.82813 1.36786 3.94987
*
```

The value obtained for the LUMO energy (alpha / beta) is 5.53 / 5.53 eV. The molar mass comes out at 232.598 g mol⁻¹. For the frontier orbital gap (alpha / beta), the calculation gives 0.13262 / 0.13266 hartree.